The following is a quantum chemistry calculation of a structure of composition C20H43CeN2P3SSe, from the Open Molecules 2025 dataset.

Each line ends with the Mulliken charge.
Positions of all 71 atoms, in Å:
Ce1 0.000 0.000 0.000  -1.926
P1 -0.139 -2.269 0.526  1.143
P2 -0.123 -0.362 -2.318  1.604
P3 -0.480 0.745 2.158  1.361
H1 -4.685 7.847 -3.346  0.274
C1 -4.301 8.390 -2.487  -0.571
C2 -3.208 9.145 -2.568  -0.438
H2 -2.653 9.250 -3.496  0.247
C3 -1.795 -3.083 0.487  -1.318
C4 0.834 -3.443 -0.525  -0.895
C5 0.437 -2.887 2.174  -1.008
C6 -0.341 1.175 -3.298  -1.355
C7 1.208 -1.167 -3.331  -1.287
C8 -1.530 -1.370 -2.963  -1.457
C9 -0.770 2.554 2.285  -1.200
C10 0.685 0.501 3.582  -1.299
C11 -1.998 0.117 3.000  -1.315
H3 -4.857 8.285 -1.559  0.260
H4 -2.824 9.689 -1.708  0.246
H5 -1.722 -4.163 0.657  0.514
H6 -2.275 -2.896 -0.477  0.333
H7 -2.427 -2.633 1.258  0.345
H8 0.835 -4.455 -0.107  0.554
H9 1.865 -3.085 -0.598  -0.052
H10 0.417 -3.477 -1.534  0.396
H11 0.324 -3.975 2.242  0.575
H12 -0.145 -2.426 2.975  0.396
H13 1.488 -2.630 2.322  0.054
H14 -0.110 1.004 -4.356  0.524
H15 0.318 1.950 -2.897  0.386
H16 -1.373 1.517 -3.196  0.379
H17 0.752 -1.673 -4.188  0.483
H18 1.755 -1.903 -2.737  0.189
H19 1.915 -0.425 -3.703  0.466
H20 -1.416 -1.514 -4.043  0.561
H21 -2.468 -0.850 -2.756  0.381
H22 -1.546 -2.352 -2.481  0.312
H23 -0.812 2.877 3.331  0.515
H24 -1.714 2.787 1.786  0.346
H25 0.029 3.088 1.764  0.350
H26 0.223 0.866 4.506  0.565
H27 1.627 1.032 3.431  0.369
H28 0.904 -0.564 3.700  0.319
H29 -1.964 0.371 4.065  0.519
H30 -2.069 -0.969 2.897  0.297
H31 -2.874 0.568 2.530  0.380
C12 -3.079 2.023 -0.704  0.812
C13 -2.203 3.033 -1.123  -0.123
C14 -2.679 4.313 -1.411  -1.114
C15 -4.036 4.612 -1.289  -0.229
C16 -4.916 3.609 -0.872  -0.791
C17 -4.447 2.331 -0.582  -0.682
Se1 -2.559 0.221 -0.284  0.241
H32 0.141 1.588 -0.409  0.300
H33 -1.146 2.799 -1.216  0.558
H34 -1.979 5.080 -1.734  0.485
H35 -4.404 5.609 -1.513  0.365
H36 -5.977 3.823 -0.770  0.441
H37 -5.139 1.558 -0.258  0.470
S1 2.786 0.323 0.151  -0.383
C18 3.394 -1.108 0.621  0.200
N1 3.622 -1.461 1.953  0.090
C19 4.379 -2.689 1.998  -0.488
C20 4.633 -3.064 0.515  -0.445
N2 4.018 -2.006 -0.249  0.012
H38 3.320 -0.919 2.775  0.202
H39 3.801 -3.479 2.523  0.279
H40 5.341 -2.508 2.523  0.390
H41 4.163 -4.036 0.255  0.276
H42 5.723 -3.095 0.302  0.375
H43 4.037 -1.927 -1.277  0.237

Calculated values
2S+1: 2
HOMO level (spin up / spin down), eV: -15.10 / -15.10
HOMO-LUMO gap (spin up / spin down), eV: 4.577 / 2.958
Charge: +3

The following is a quantum chemistry calculation of the molecule C8H14OS2, from the Open Molecules 2025 dataset.

Each line ends with the Mulliken charge.
Positions of all 25 atoms, in Å:
C1 0.483 0.535 0.346  0.376
C2 0.178 -0.746 -0.300  0.393
C3 -0.430 1.484 0.146  0.019
C4 -1.246 -0.623 -0.888  0.042
C5 1.671 0.526 1.300  -1.390
C6 0.114 -2.041 0.574  -1.283
C7 -0.358 2.875 0.580  -1.479
C8 -1.547 -1.349 -2.127  -1.283
O1 -1.011 1.771 -2.511  -0.574
S1 -2.539 -0.773 0.442  -0.117
S2 -1.707 1.301 -1.318  0.456
H1 -2.253 0.059 1.243  0.129
H2 0.739 -1.017 -1.190  0.471
H3 2.619 0.464 0.676  0.284
H4 1.514 -0.280 1.894  0.386
H5 1.725 1.487 1.838  0.357
H6 -0.715 -2.698 0.104  0.318
H7 0.133 -1.959 1.681  0.369
H8 0.840 -2.758 0.157  0.355
H9 -0.573 3.423 -0.257  0.439
H10 0.612 3.162 0.888  0.455
H11 -1.102 3.111 1.410  0.201
H12 -2.525 -1.830 -2.134  0.319
H13 -0.756 -2.127 -2.347  0.320
H14 -1.411 -0.606 -2.913  0.436

Calculated values
HOMO level, eV: -8.80
HOMO-LUMO gap, eV: 9.431

The following is a quantum chemistry calculation of a cluster of 2 separate species, C4H14N3 in total, from the Open Molecules 2025 dataset.

Each line ends with the Mulliken charge.
Positions of all 21 atoms, in Å:
C1 -0.425 -0.795 1.566  -0.532
C2 -1.674 -0.679 -0.477  0.713
N1 -1.131 -1.558 0.420  -0.066
N2 -2.698 -1.099 -1.228  -0.296
N3 -1.264 0.647 -0.599  -0.268
H1 -1.349 -2.668 0.447  0.436
H2 -3.234 -1.861 -0.815  0.278
H3 -3.191 -0.442 -1.806  0.266
H4 -0.328 1.154 -0.353  0.093
H5 -1.731 1.141 -1.477  0.347
H6 0.078 0.135 1.203  0.063
H7 0.458 -1.488 1.984  0.322
H8 -1.198 -0.578 2.160  0.453
C3 1.830 1.684 0.033  -1.249
C4 2.475 0.312 -0.341  -0.572
H9 1.351 2.102 -0.815  0.404
H10 1.367 1.835 1.031  0.412
H11 2.711 2.296 0.115  0.391
H12 3.387 0.382 -0.976  0.344
H13 1.752 -0.372 -0.693  0.193
H14 2.815 -0.149 0.619  0.268

Calculated values
2S+1: 2
HOMO level (spin up / spin down), eV: -18.79 / -18.77
HOMO-LUMO gap (spin up / spin down), eV: 9.872 / 4.466
Charge: +2

Number 1: F_max 11.0 eV/Å. Number 2: F_max 6.9 eV/Å. Number 3: F_max 7.1 eV/Å.